No. 1
C37H43BF4N5O5Si2V | ωB97M-V/def2-TZVPD

The geometry in XYZ format:
```
98
Properties=species:S:1:pos:R:3:forces:R:3:lowdin_charge:R:1
V -0.0609 -0.1617 0.3220 0.2 -0.6 0.1 0.5683
C 0.3492 -2.6725 -5.8105 0.0 -0.1 -0.1 -0.0392
O -0.1148 -4.0115 -5.5208 0.2 0.2 0.1 -0.1008
C -1.3974 -4.1276 -5.0719 -0.2 0.0 0.1 -0.2493
C -2.2836 -4.8782 -5.8272 0.0 0.0 0.0 -0.0197
C -3.5848 -5.0972 -5.3947 0.0 0.0 -0.1 -0.1122
C -3.9898 -4.5678 -4.1834 0.0 0.1 0.1 -0.1044
C -3.1075 -3.8299 -3.4058 -0.1 0.0 -0.1 -0.0219
C -1.8036 -3.5815 -3.8366 0.1 -0.1 0.0 -0.1449
N -0.8492 -2.9157 -3.0665 0.0 -0.1 -0.2 0.1784
C -1.0407 -2.0194 -2.0231 0.2 0.0 0.3 -0.3615
N -2.1799 -1.3208 -2.1003 0.0 0.1 -0.1 0.1630
C -2.8361 -0.5454 -1.1146 -0.1 0.1 0.0 -0.1749
C -2.1812 0.0079 -0.0134 -0.1 0.1 0.1 -0.1328
C -3.0166 0.7840 0.8157 0.0 0.0 0.0 -0.1361
C -4.3649 0.9921 0.5795 0.0 0.1 0.1 -0.1020
C -4.9745 0.4199 -0.5309 0.0 0.0 -0.1 -0.0526
C -4.2000 -0.3509 -1.3716 0.0 0.0 0.0 -0.2416
O -4.7256 -0.9190 -2.5346 0.0 0.0 0.0 -0.1283
C -5.8499 -1.7441 -2.3320 0.0 0.0 0.0 -0.1079
N -0.1769 -1.9181 -1.0524 -0.1 0.2 -0.6 0.0701
C 0.9046 -2.8448 -1.1326 0.1 0.1 -0.1 -0.2163
C 2.0423 -2.4722 -1.8511 0.0 0.0 0.0 -0.0200
C 3.1330 -3.3174 -1.9822 0.0 0.1 0.0 -0.0920
C 3.0998 -4.5650 -1.3745 0.0 0.0 0.0 -0.1120
C 1.9830 -4.9464 -0.6542 0.0 0.0 0.0 -0.0212
C 0.8762 -4.1039 -0.5240 0.2 0.0 0.1 -0.2334
O -0.1202 -4.6120 0.2319 -0.1 -0.2 0.0 -0.0611
C -1.3484 -3.9114 0.4091 -0.3 0.0 0.1 -0.0569
H 0.8351 -2.7171 -6.7852 0.0 0.0 0.0 0.0862
H 1.0674 -2.3322 -5.0704 0.0 0.0 0.1 0.0751
H -0.4747 -1.9629 -5.8383 0.0 0.0 0.0 0.0938
H -1.9248 -5.2799 -6.7664 0.0 0.0 0.0 0.1121
H -4.2695 -5.6776 -6.0001 0.0 0.0 0.0 0.0901
H -4.9952 -4.7402 -3.8194 0.0 0.0 0.0 0.0943
H -3.4269 -3.4591 -2.4431 0.0 0.0 0.0 0.1009
H 0.1047 -3.2141 -3.2022 0.0 0.0 0.0 0.1342
H -2.6731 -1.3785 -2.9764 0.0 0.0 0.0 0.1382
H -2.5804 1.2814 1.6742 0.0 0.0 0.0 0.0575
H -4.9441 1.6201 1.2482 0.0 0.0 0.0 0.0911
H -6.0222 0.5865 -0.7514 0.0 0.0 0.0 0.0981
H -6.7388 -1.1666 -2.0598 0.0 0.0 0.0 0.0747
H -5.6605 -2.4816 -1.5443 0.0 0.0 0.0 0.0969
H -6.0392 -2.2563 -3.2758 0.0 0.0 0.0 0.0787
H 2.0396 -1.4907 -2.3105 0.0 0.0 0.0 0.1041
H 3.9918 -2.9959 -2.5580 0.0 0.0 0.0 0.0988
H 3.9393 -5.2455 -1.4605 0.0 0.0 0.0 0.0888
H 1.9313 -5.9076 -0.1588 0.0 0.0 0.0 0.1109
H -1.9305 -4.5453 1.0748 0.0 0.0 0.0 0.0946
H -1.8755 -3.8021 -0.5443 0.0 -0.1 0.1 0.0798
H -1.1974 -2.9409 0.8782 -0.1 -0.2 -0.1 0.0678
C -1.3033 -0.1797 3.9040 0.1 0.1 0.0 -0.2124
Si -0.0948 0.7061 2.7155 0.0 0.1 0.1 0.5588
C 1.5926 0.5862 3.6381 -0.1 0.1 0.0 -0.2091
C -0.5341 2.5620 2.9014 0.0 -0.1 0.0 -0.3172
C -0.9540 3.1906 4.0758 0.0 0.0 0.0 -0.1158
C -1.2526 4.5459 4.0995 0.0 0.0 0.0 -0.1312
C -1.1276 5.2968 2.9355 0.0 0.0 0.0 -0.1298
C -0.7053 4.6837 1.7642 0.0 0.0 0.0 -0.1107
C -0.4081 3.3189 1.7269 0.0 0.0 0.0 -0.3020
Si 0.1991 2.3572 0.1865 0.0 0.1 -0.2 0.5603
C -0.6994 3.1948 -1.2738 0.0 0.0 0.1 -0.2109
C 2.0283 2.8834 -0.0054 -0.1 0.0 0.0 -0.2155
H -1.1577 0.1585 4.9373 0.0 0.0 0.0 0.0084
H -1.1510 -1.2580 3.8685 0.0 -0.1 0.0 -0.0060
H -2.3402 0.0233 3.6267 0.0 0.0 0.0 0.0095
H 1.5693 1.2068 4.5404 0.0 0.0 0.0 0.0119
H 2.4140 0.9404 3.0093 0.0 0.0 0.0 0.0105
H 1.8100 -0.4411 3.9432 0.0 0.0 0.0 0.0090
H -1.0620 2.6100 4.9883 0.0 0.0 0.0 0.0856
H -1.5885 5.0178 5.0180 0.0 0.0 0.0 0.0800
H -1.3658 6.3562 2.9438 0.0 0.0 0.0 0.0806
H -0.6172 5.2782 0.8592 0.0 0.0 0.0 0.0856
H -0.4912 4.2706 -1.3079 0.0 0.0 0.0 0.0086
H -1.7800 3.0582 -1.1785 0.0 0.0 0.0 0.0151
H -0.3793 2.7611 -2.2213 0.0 0.0 0.0 0.0040
H 2.1404 3.9715 0.0582 0.0 0.0 0.0 0.0103
H 2.4034 2.5494 -0.9752 0.0 0.0 0.0 0.0168
H 2.6453 2.4251 0.7716 0.0 0.0 0.0 0.0026
C 4.4633 -1.6556 1.1140 0.0 0.0 0.0 -0.0232
N 3.1987 -2.1349 1.6319 0.0 0.0 0.0 -0.0374
C 3.1454 -3.1894 2.5027 0.0 0.0 0.0 -0.0758
C 1.9846 -3.6195 3.0096 0.0 0.0 0.0 0.0083
C 0.7306 -2.9532 2.6347 0.0 -0.2 0.1 -0.5137
O -0.3457 -3.3336 3.0915 0.1 0.1 0.1 -0.0055
N 0.8354 -1.9180 1.7434 -0.1 0.2 -0.1 0.1224
C 2.0180 -1.5074 1.2738 0.0 0.0 0.0 -0.5594
O 2.0527 -0.5397 0.4848 0.2 0.2 -0.1 -0.0800
H 5.0446 -1.1668 1.9002 0.0 0.0 0.0 0.0874
H 4.2494 -0.9356 0.3290 0.0 0.0 0.0 0.0917
H 5.0314 -2.4883 0.6954 0.0 0.0 0.0 0.0831
H 4.1008 -3.6447 2.7346 0.0 0.0 0.0 0.1183
H 1.9385 -4.4586 3.6869 0.0 0.0 0.0 0.0994
F 0.0407 0.2189 -4.5320 -0.1 -0.1 0.0 0.0895
B 1.0997 0.6674 -3.7161 0.1 0.0 -0.1 -1.2716
F 0.7691 0.4539 -2.3608 -0.1 0.0 0.2 0.0861
F 2.2609 -0.0878 -4.0151 0.0 -0.1 -0.1 0.0722
F 1.3553 2.0179 -3.9448 0.0 0.1 0.0 0.1080
```
Forces are in eV/Å.

As for the LUMO energy (spin up / spin down): 0.1504 / 0.1504 hartree. The energy above the lowest of the compared OMol25 structures with the same formula, charge and spin comes out at 0.0773 eV. As for the multiplicity: 3. Its charge is -2. The value obtained for the HOMO-LUMO gap (spin up / spin down) is 5.90 / 5.09 eV. Its expectation value of S² is 2.09.


No. 2
C37H43BO19 | ωB97M-V/def2-TZVPD

The geometry in XYZ format:
```
100
Properties=species:S:1:pos:R:3:forces:R:3:lowdin_charge:R:1
C 1.9494 -1.8048 1.5754 -0.2 0.0 -0.4 0.0152
C 3.2297 -2.5428 1.8142 -0.3 0.5 -0.6 -0.5379
O 3.5302 -3.0102 2.8654 0.3 -0.7 1.1 0.1161
O 4.0061 -2.6780 0.7151 0.2 0.0 -0.2 0.0560
C 4.7792 -1.4976 0.4081 0.0 -0.1 -0.6 -0.4243
O 4.8731 -0.6738 1.2601 0.1 0.3 0.6 0.1405
C 5.3184 -1.5274 -0.9571 -0.3 -0.2 0.4 0.0192
B 5.2263 -0.0728 -1.7907 0.4 0.7 -0.9 -0.8277
C 6.7460 0.5398 -2.0591 -0.6 -0.3 0.0 -0.0246
O 4.3305 0.9343 -1.1667 -0.7 -0.7 0.5 0.0187
C 3.5836 1.4839 -2.2178 0.5 1.1 -0.9 -0.3015
C 2.4080 2.3239 -1.7521 -0.3 -0.1 0.3 -0.1131
C 1.2408 1.5542 -1.1147 0.6 -0.2 0.3 -0.1707
C 0.5683 2.2226 0.0922 -0.2 0.1 -0.1 -0.3642
C 0.4828 3.7515 -0.0488 -0.4 -0.3 -0.1 -0.0804
C -0.8447 1.6473 0.2764 0.5 -0.3 -0.2 -0.1926
C -0.8928 0.1233 0.3678 -0.6 0.1 -0.2 -0.1997
C -2.2917 -0.3896 0.5790 0.2 0.0 -0.3 -0.0825
C -2.9464 -1.2066 -0.2503 -0.1 0.0 0.4 -0.3474
C -2.4860 -1.5479 -1.6364 0.3 -0.2 -0.1 -0.0608
C -4.2381 -1.8752 0.1716 0.3 0.6 -0.6 -0.0841
C 3.4133 0.4173 -3.3083 0.8 -1.3 0.3 -0.3613
C 2.3103 -0.6356 -3.1223 -0.5 0.7 0.4 -0.0028
C 3.3308 0.9732 -4.7596 -0.3 0.1 -0.3 -0.6550
O 2.9836 2.1823 -4.8718 0.0 -0.1 0.0 -0.0869
O 3.5475 0.1524 -5.6789 -0.1 0.2 0.2 -0.0669
O 4.6318 -0.3238 -3.1308 0.0 0.0 0.0 0.0060
H 1.7775 -1.7032 0.5070 -0.1 0.1 0.0 0.0820
H 1.1181 -2.3473 2.0205 0.0 0.0 0.2 0.0857
H 2.0110 -0.8116 2.0143 0.1 0.1 0.1 0.0948
H 4.7828 -2.2951 -1.5124 0.1 -0.1 -0.1 0.1045
H 6.3641 -1.8276 -0.8509 0.1 0.0 -0.1 0.1105
H 7.2759 0.8463 -1.1512 0.1 0.0 0.0 0.0324
H 6.6235 1.3862 -2.7380 0.1 0.2 0.1 0.0408
H 7.3214 -0.2134 -2.6083 0.2 0.0 0.1 0.0356
H 4.2328 2.2178 -2.7251 -0.1 0.0 0.0 0.1461
H 2.0696 2.9114 -2.6051 0.0 -0.1 -0.1 0.1075
H 2.8065 3.0383 -1.0256 0.1 0.0 0.1 0.1130
H 1.6476 0.5972 -0.7812 -0.1 -0.1 0.0 0.0975
H 0.4955 1.3043 -1.8735 -0.1 0.2 0.0 0.1064
H 1.1395 1.9896 0.9966 0.1 0.0 0.0 0.1355
H 1.2838 4.2713 0.4696 0.1 0.1 0.0 0.0739
H -0.4795 4.0947 0.3422 0.1 0.2 0.2 0.0603
H 0.5071 4.0368 -1.0971 0.1 0.1 0.0 0.0558
H -1.3075 2.0629 1.1765 -0.1 0.2 -0.1 0.1078
H -1.4169 1.9402 -0.6103 -0.3 0.1 0.1 0.1198
H -0.2594 -0.2300 1.1830 0.0 0.0 0.1 0.1000
H -0.5115 -0.3380 -0.5388 0.3 0.1 0.0 0.0894
H -2.7939 -0.0188 1.4707 0.0 -0.4 0.2 0.1065
H -1.7341 -0.8629 -2.0182 0.0 0.1 0.0 0.0698
H -2.0560 -2.5517 -1.6984 0.0 -0.1 0.1 0.0866
H -3.3289 -1.5334 -2.3306 -0.1 0.0 0.0 0.0769
H -4.3229 -1.8857 1.2519 -0.2 -0.1 0.1 0.0597
H -5.0799 -1.3438 -0.2859 -0.2 -0.1 0.1 0.0742
H -4.2541 -2.8870 -0.2348 -0.1 -0.2 0.2 0.0740
H 2.4476 -1.1084 -2.1462 0.1 -0.2 0.0 0.0730
H 2.3679 -1.3561 -3.9313 0.2 -0.1 0.0 0.0785
H 1.3098 -0.1890 -3.1151 0.0 0.0 -0.2 0.0634
C -2.6274 5.8141 -2.5514 0.1 0.0 0.1 0.0851
C -3.6131 6.1301 -3.3983 0.0 -0.1 0.1 -0.2394
C -3.4138 7.0923 -4.5388 0.3 0.2 -0.1 -0.3211
O -4.3738 7.3075 -5.2617 -0.1 -0.1 0.1 0.0841
C -2.1143 7.7061 -4.7095 -0.2 0.1 -0.1 0.0663
C -1.1208 7.3921 -3.8640 0.1 0.1 -0.2 -0.2316
C -1.3155 6.4171 -2.7296 -0.2 -0.3 0.1 -0.2980
O -0.3601 6.1936 -2.0180 0.1 0.3 0.0 0.1257
O 0.0965 7.8996 -3.9455 0.0 0.0 0.1 0.1250
O -4.8451 5.6329 -3.3142 0.0 0.0 0.0 0.1029
H -2.7587 5.1225 -1.7309 0.0 0.0 0.0 0.1369
H -1.9850 8.4022 -5.5258 0.0 0.0 0.0 0.1310
H 0.6157 7.4796 -3.2295 0.0 -0.1 0.0 0.1280
H -5.3387 6.0276 -4.0582 0.0 0.0 -0.1 0.1114
C 4.7067 -4.7864 5.3492 -0.1 0.0 -0.2 0.0946
C 5.1918 -4.5132 6.5681 -0.1 0.1 -0.2 -0.2330
C 5.4983 -5.5890 7.5741 0.0 -0.3 0.0 -0.3213
O 5.9523 -5.2474 8.6541 0.0 0.1 0.0 0.0847
C 5.2366 -6.9708 7.2154 0.1 0.0 0.2 0.0604
C 4.7492 -7.2482 6.0001 0.0 -0.2 0.1 -0.2401
C 4.4625 -6.1706 4.9824 0.0 0.4 0.0 -0.3000
O 4.0355 -6.5451 3.9080 0.0 -0.2 0.0 0.1219
O 4.4764 -8.4762 5.5780 0.0 0.0 0.0 0.1033
O 5.4451 -3.2792 6.9953 0.0 0.0 0.1 0.1145
H 4.4822 -4.0212 4.6127 0.0 0.0 0.0 0.1143
H 5.4468 -7.7357 7.9497 0.0 0.0 0.0 0.1279
H 4.1453 -8.3638 4.6629 0.0 0.1 -0.1 0.1169
H 5.7908 -3.3733 7.9017 0.0 0.0 0.0 0.1113
C -9.7578 -2.1596 0.2384 -0.1 0.1 0.0 0.0696
C -8.6371 -2.6392 0.7967 -0.1 -0.1 -0.2 -0.2348
C -7.7637 -1.7950 1.6899 0.0 0.4 0.1 -0.3130
O -6.7813 -2.3265 2.1659 0.0 -0.2 0.1 0.1054
C -8.1415 -0.4118 1.9214 0.1 -0.1 0.1 0.0802
C -9.2583 0.0660 1.3586 0.1 0.1 0.1 -0.2380
C -10.1457 -0.7863 0.4894 0.0 -0.3 -0.1 -0.3177
O -11.1518 -0.2658 0.0393 0.0 0.1 0.0 0.0956
O -9.6823 1.3148 1.5145 0.0 0.0 0.0 0.1117
O -8.2031 -3.8769 0.6202 0.0 0.0 0.1 0.1190
H -10.3918 -2.7574 -0.4006 0.0 0.0 0.0 0.1330
H -7.4989 0.1911 2.5470 0.0 0.0 0.0 0.1381
H -10.5086 1.3829 0.9986 0.0 0.0 0.0 0.1162
H -7.3711 -3.9476 1.1301 0.0 0.0 0.0 0.1234
```
Forces are in eV/Å.

As for the LUMO energy: 0.0233 hartree. Its charge is -2. The value obtained for the HOMO-LUMO gap is 1.84 eV.